This record from OMol25 describes a structure of composition C20H22N2O3Re. The level of theory is ωB97M-V/def2-TZVPD.

Geometry (Å):
C: 0.28 0.23 -2.93
C: -1.24 -2.66 -2.65
H: -0.58 0.78 -3.37
H: 0.63 -0.40 -3.77
H: 1.06 0.99 -2.75
H: -1.69 -3.50 -2.10
H: -2.07 -2.25 -3.25
H: -0.48 -3.07 -3.34
C: -2.13 1.62 -1.31
C: -2.93 2.60 -0.72
C: -3.55 2.33 0.49
C: -3.34 1.09 1.06
H: -1.62 1.82 -2.24
H: -3.03 3.56 -1.23
H: -4.19 3.07 0.98
H: -3.79 0.83 2.02
N: -1.92 0.42 -0.74
C: -2.49 0.14 0.46
C: -2.10 -1.11 1.14
N: -1.19 -1.90 0.51
C: -0.73 -2.99 1.16
C: -2.09 -2.56 3.09
C: -1.14 -3.36 2.44
H: 0.03 -3.58 0.63
H: -0.71 -4.25 2.89
C: -2.55 -1.44 2.43
H: -3.26 -0.77 2.92
H: -2.43 -2.81 4.09
Re: -0.38 -1.13 -1.56
C: 1.11 -2.51 -1.29
H: 0.79 -3.55 -1.47
H: 1.63 -2.50 -0.30
H: 1.89 -2.28 -2.04
O: 3.73 0.00 -0.33
C: 3.53 1.18 0.28
C: 4.65 2.02 0.47
C: 4.49 3.28 1.02
C: 3.22 3.70 1.45
C: 2.12 2.84 1.31
C: 2.23 1.60 0.70
C: 1.03 0.72 0.60
O: 0.12 0.76 1.44
O: 1.06 -0.07 -0.44
H: 2.83 -0.34 -0.56
H: 5.63 1.66 0.15
H: 5.36 3.94 1.13
H: 3.09 4.70 1.87
H: 1.13 3.14 1.65

Net charge: +2
HOMO-LUMO gap (alpha / beta) (Ha): 0.249 / 0.197
⟨S²⟩: 3.7943
Multiplicity: 4
Largest force on an atom (eV/A): 2.35
Total energy (hartree): -1188.16720